The following is a quantum chemistry calculation of C28H24FeN9O2SSe as an isolated structure, from the OMol25 dataset.

Structure (XYZ):
```
66
Properties=species:S:1:pos:R:3:forces:R:3
Fe -0.1267 -0.0229 -0.2195 -0.1 0.0 -0.1
C 4.7537 -3.8246 -0.0621 0.0 0.0 0.0
C 4.5249 -2.3232 -0.1342 0.0 0.0 0.0
N 3.5788 -1.8765 0.8747 0.0 0.0 0.0
C 2.3848 -1.3064 0.6715 -0.1 0.0 0.0
S 1.7978 -1.0309 -0.9323 0.0 -0.1 0.1
N 1.7163 -1.0195 1.7929 0.0 0.0 0.0
N 0.5165 -0.4436 1.5628 0.0 0.0 0.0
C -0.2421 -0.1436 2.5669 0.0 0.0 0.0
C 0.0816 -0.4492 3.9911 0.0 0.0 0.0
C -1.4658 0.5800 2.1939 0.0 0.0 0.0
C -2.4027 1.0183 3.1234 0.0 0.0 0.0
C -3.4854 1.7655 2.6922 0.0 0.0 0.0
C -3.6075 2.0684 1.3450 0.0 0.0 0.0
C -2.6496 1.5775 0.4764 0.0 0.0 0.0
N -1.6153 0.8436 0.8793 0.1 0.0 -0.1
H 5.5022 -4.1280 -0.7938 0.0 0.0 0.0
H 3.8291 -4.3641 -0.2688 0.0 0.0 0.0
H 5.1121 -4.1217 0.9249 0.0 0.0 0.0
H 4.1275 -2.0419 -1.1061 0.0 0.0 0.0
H 5.4651 -1.7840 0.0018 0.0 0.0 0.0
H 3.8242 -2.0030 1.8457 0.0 0.0 0.0
H 1.1045 -0.8035 4.0673 0.0 0.0 0.0
H -0.5840 -1.2281 4.3729 0.0 0.0 0.0
H -0.0423 0.4324 4.6219 0.0 0.0 0.0
H -2.2790 0.7778 4.1691 0.0 0.0 0.0
H -4.2235 2.1133 3.4024 0.0 0.0 0.0
H -4.4292 2.6599 0.9684 0.0 0.0 0.0
H -2.7130 1.7669 -0.5892 0.0 0.0 0.0
O 0.4981 5.5099 -5.2213 0.0 0.0 0.0
N -0.2447 4.5895 -4.9711 0.1 -0.1 -0.1
O -1.2010 4.2547 -5.6409 0.0 0.0 0.1
C 0.0301 3.8077 -3.7461 0.0 0.0 0.0
C 0.6763 4.4551 -2.7580 0.0 0.0 0.0
C 0.9524 3.7991 -1.5176 0.0 0.0 0.0
C 1.6831 4.3896 -0.4731 0.0 0.0 0.0
C 1.9354 3.6524 0.6541 0.0 0.0 0.0
C 1.4510 2.3414 0.7407 0.0 0.0 0.0
N 0.7429 1.7764 -0.2197 0.0 0.0 0.1
C 0.4975 2.4936 -1.3375 0.0 0.0 0.0
C -0.1998 1.8164 -2.3941 0.0 0.0 0.0
N -0.5541 0.5340 -2.1304 0.0 0.0 0.0
C -0.9839 -0.2057 -3.1366 0.0 0.0 0.0
C -1.1736 0.3077 -4.4216 0.0 0.0 0.0
C -0.9152 1.6299 -4.6733 0.0 0.0 0.0
C -0.3981 2.4326 -3.6367 0.0 0.0 0.0
H 0.9944 5.4767 -2.9149 0.0 0.0 0.0
H 2.0488 5.4033 -0.5746 0.0 0.0 0.0
H 2.5077 4.0595 1.4750 0.0 0.0 0.0
H 1.6530 1.7322 1.6119 0.0 0.0 0.0
H -1.1672 -1.2508 -2.9253 0.0 0.0 0.0
H -1.5271 -0.3450 -5.2067 0.0 0.0 0.0
H -1.0818 2.0437 -5.6541 0.0 0.0 0.0
Se -3.0891 -1.4500 -0.8738 0.1 -0.1 0.0
N -1.4263 -1.7653 -0.2559 -0.1 0.3 0.3
C -1.5321 -2.7647 0.6105 0.2 -0.1 -0.2
C -0.4409 -3.3939 1.2904 0.0 0.1 0.1
C -0.7089 -4.4133 2.1383 0.0 0.0 0.0
C -2.0455 -4.8897 2.3735 0.0 0.0 0.0
C -3.1045 -4.3527 1.7319 0.0 0.0 0.0
C -2.8744 -3.2755 0.8146 0.0 0.0 -0.1
N -3.8278 -2.7051 0.1081 0.0 0.0 0.0
H 0.5678 -3.0586 1.1095 0.0 0.0 0.0
H 0.1089 -4.9036 2.6507 0.0 0.0 0.0
H -2.1900 -5.7092 3.0646 0.0 0.0 0.0
H -4.1146 -4.7110 1.8712 0.0 0.0 0.0
```
Positions in Å, forces in eV/Å.

Output
2S+1: 1
Net charge: +1
E, Ha: -5787.8172
Gap between HOMO and LUMO, hartree: 0.2432
Relative energy (zero: lowest compared OMol25 entry of this formula, charge and spin), kJ/mol: 0.0

Löwdin atomic charge list, values in e, 2 entries: atom 1 (Fe): 0.158, atom 2 (C): -0.081

=====

The following is a quantum chemistry calculation of C28H24N3O3STcTe as an isolated structure, from the OMol25 dataset.

Structure (XYZ):
```
61
Properties=species:S:1:pos:R:3:forces:R:3
Tc -0.2056 -0.0547 0.1193 -0.1 0.1 0.0
N 3.6116 0.7862 2.1392 0.1 0.0 0.0
C 2.4310 0.8243 1.4349 -0.1 0.0 0.0
S 2.3258 -0.2152 0.0335 0.1 -0.1 -0.1
N 1.5312 1.6575 1.8536 0.1 0.1 0.2
N 0.4107 1.7026 1.0314 -0.1 -0.1 -0.2
C -0.0765 2.8682 0.8129 0.1 0.0 0.1
C -1.0943 3.1391 -0.1778 -0.1 0.0 -0.1
C -1.7744 4.3631 -0.1299 0.0 0.0 0.0
C -2.6756 4.7324 -1.1028 0.0 0.0 0.0
C -2.8888 3.8716 -2.1834 0.0 0.0 0.0
C -2.2160 2.6750 -2.2727 0.0 0.0 0.0
C -1.3108 2.2644 -1.2739 0.0 0.1 0.1
O -0.6844 1.1214 -1.4211 0.0 -0.1 0.0
H 4.1467 -0.0573 2.0309 0.0 0.0 0.0
H 3.5754 1.1838 3.0640 0.0 0.0 0.0
H 0.3675 3.7051 1.3487 0.0 0.0 0.0
H -1.5755 5.0257 0.7061 0.0 0.0 0.0
H -3.2028 5.6752 -1.0376 0.0 0.0 0.0
H -3.5903 4.1481 -2.9620 0.0 0.0 0.0
H -2.3714 2.0010 -3.1056 0.0 0.0 0.0
C -0.2903 -2.7723 3.5127 0.0 0.0 0.0
C -0.4227 -2.3448 2.0701 0.0 0.0 0.0
O 0.0331 -1.2090 1.8229 0.0 0.0 0.0
C -1.0179 -3.2253 1.1049 0.0 0.0 -0.1
C -1.5214 -4.4784 1.5387 0.0 0.0 0.0
C -2.0463 -5.4006 0.6810 0.0 0.0 0.0
C -2.0753 -5.1052 -0.6999 0.0 0.1 0.0
C -1.6032 -3.9176 -1.1686 0.0 0.0 0.0
C -1.0764 -2.9106 -0.2974 0.0 0.0 0.1
O -0.6817 -1.8224 -0.8261 0.0 0.0 0.0
H 0.2591 -1.9977 4.0413 0.0 0.0 0.0
H 0.2305 -3.7245 3.6100 0.0 0.0 0.0
H -1.2798 -2.8772 3.9617 0.0 0.0 0.0
H -1.4953 -4.7089 2.5954 0.0 0.0 0.0
H -2.4307 -6.3425 1.0488 0.0 0.0 0.0
H -2.4820 -5.8313 -1.3947 0.0 0.0 0.0
H -1.6234 -3.6725 -2.2228 0.0 0.0 0.0
C -4.9460 0.1467 1.4685 0.0 0.0 0.0
C -3.9420 0.4271 2.3850 0.0 0.0 0.0
C -2.6078 0.3795 1.9941 0.0 0.0 0.0
C -2.2238 0.0470 0.6898 0.0 0.0 0.0
C -3.2604 -0.2331 -0.2097 0.0 0.0 0.0
C -4.5970 -0.1820 0.1642 0.0 0.0 0.0
H -5.9877 0.1860 1.7656 0.0 0.0 0.0
H -4.1992 0.6916 3.4057 0.0 0.0 0.0
H -1.8398 0.6115 2.7280 0.0 0.0 0.0
H -3.0075 -0.4942 -1.2331 0.0 0.0 0.0
H -5.3718 -0.4020 -0.5628 0.0 0.0 0.0
Te 2.1884 1.3642 -2.7583 0.0 0.0 0.1
C 4.2690 1.0426 -2.6689 0.0 0.0 0.0
C 5.1163 1.9746 -2.0709 0.0 0.0 0.0
C 6.4804 1.7382 -1.9769 0.0 0.0 0.0
C 7.0222 0.5649 -2.4840 0.0 0.0 0.0
C 6.1891 -0.3711 -3.0822 0.0 0.0 0.0
C 4.8248 -0.1347 -3.1710 0.0 0.0 0.0
H 4.6974 2.8861 -1.6637 0.0 0.0 0.0
H 7.1211 2.4706 -1.5005 0.0 0.0 0.0
H 8.0866 0.3784 -2.4087 0.0 0.0 0.0
H 6.6013 -1.2932 -3.4745 0.0 0.0 0.0
H 4.1768 -0.8756 -3.6217 0.0 0.0 0.0
```
Positions in Å, forces in eV/Å.

Output
2S+1: 4
Net charge: -1
Expectation value of S²: 3.7749
E, Ha: -2218.4706
Gap between HOMO and LUMO (alpha / beta), hartree: 0.2459 / 0.2036
Relative energy (zero: lowest compared OMol25 entry of this formula, charge and spin), kJ/mol: 18.4

Löwdin atomic charge list, values in e, 2 entries: atom 1 (Tc): 1.300, atom 2 (N): 0.043

=====

The following is a quantum chemistry calculation of C28H25AuN4O3 as an isolated structure, from the OMol25 dataset.

Structure (XYZ):
```
61
Properties=species:S:1:pos:R:3:forces:R:3
Au -0.2453 -0.0280 -0.1064 -0.5 0.1 0.2
C 3.0138 1.2051 2.5353 0.0 0.0 -0.1
C 1.9961 1.0344 1.4550 -0.1 -0.3 0.2
N 1.1394 0.0714 1.4419 0.1 0.2 0.1
N 1.1244 -0.9133 2.3685 0.0 0.0 0.1
C 0.3251 -1.9049 1.9825 0.1 0.1 0.0
O -0.3055 -1.9751 0.8759 0.1 -0.1 -0.2
C 0.1727 -3.0479 2.9202 0.0 0.0 0.1
C 0.8585 -3.0801 4.1318 0.0 0.0 0.0
C 0.6874 -4.1476 4.9971 0.0 0.0 0.0
C -0.1697 -5.1875 4.6610 0.0 0.0 0.0
C -0.8564 -5.1566 3.4550 0.0 0.0 0.0
C -0.6858 -4.0908 2.5860 0.0 0.0 0.0
C 1.9053 1.9638 0.3184 -0.1 0.1 0.0
C 2.6550 3.1276 0.2489 0.1 0.1 0.1
C 2.4945 3.9830 -0.8281 0.0 0.0 -0.1
C 1.5778 3.6660 -1.8145 0.0 0.0 0.1
C 0.8644 2.4864 -1.6943 0.0 -0.1 0.0
N 1.0465 1.6528 -0.6748 0.2 -0.1 -0.3
H 2.9285 0.3869 3.2423 0.0 0.0 0.0
H 2.8509 2.1463 3.0652 0.0 0.0 0.0
H 4.0239 1.2210 2.1216 0.0 0.0 0.0
H 1.5168 -2.2616 4.3855 0.0 0.0 0.0
H 1.2203 -4.1676 5.9388 0.0 0.0 0.0
H -0.3038 -6.0192 5.3403 0.0 0.0 0.0
H -1.5288 -5.9626 3.1921 0.0 0.0 0.0
H -1.2181 -4.0494 1.6463 0.0 0.0 0.0
H 3.3469 3.3699 1.0432 0.0 0.0 0.0
H 3.0720 4.8964 -0.8835 0.0 0.0 0.0
H 1.4001 4.3131 -2.6606 0.0 0.0 0.0
H 0.1205 2.1819 -2.4182 0.0 0.0 0.0
C -3.2592 -1.3256 -2.6151 0.0 0.0 0.0
O -2.2754 -1.2128 -1.5683 0.1 0.0 -0.1
C -1.4860 -0.1508 -1.6475 -0.4 0.2 0.0
O -1.5106 0.6682 -2.5269 0.1 -0.1 0.0
H -3.8154 -2.2295 -2.3905 0.0 0.0 0.0
H -2.7695 -1.4004 -3.5841 0.0 0.0 0.0
H -3.9145 -0.4569 -2.6016 0.0 0.0 0.0
C -2.1018 5.0545 -0.7024 0.0 0.0 0.0
C -3.0626 4.1258 -1.0869 0.0 -0.1 0.0
C -3.0428 2.8373 -0.5754 0.0 0.1 -0.1
C -2.0580 2.4438 0.3348 0.0 -0.2 0.2
C -1.1136 3.3932 0.7329 0.0 0.1 0.0
C -1.1303 4.6817 0.2153 0.0 -0.1 0.1
N -1.9656 1.1339 0.8287 0.2 -0.1 0.0
C -3.0821 0.5509 1.4171 0.0 0.2 -0.2
C -3.3054 -0.8300 1.3954 0.0 -0.1 0.1
C -4.3858 -1.3887 2.0637 0.1 0.0 0.0
C -5.2883 -0.5985 2.7595 0.0 0.0 0.0
C -5.0838 0.7744 2.7800 0.1 0.1 0.0
C -4.0027 1.3441 2.1275 -0.1 0.0 0.0
H -2.1216 6.0590 -1.1046 0.0 0.0 0.0
H -3.8313 4.4067 -1.7961 0.0 0.0 0.0
H -3.7911 2.1150 -0.8798 0.0 0.0 0.0
H -0.3904 3.1073 1.4888 0.0 0.0 0.0
H -0.3906 5.4004 0.5472 0.0 0.0 0.0
H -2.6254 -1.4724 0.8557 0.0 0.0 0.0
H -4.5216 -2.4633 2.0299 0.0 0.0 0.0
H -6.1305 -1.0400 3.2751 0.0 0.0 0.0
H -5.7688 1.4163 3.3210 0.0 0.0 0.0
H -3.8540 2.4153 2.1719 0.0 0.0 0.0
```
Positions in Å, forces in eV/Å.

Output
2S+1: 1
Net charge: 0
E, Ha: -1662.3397
Gap between HOMO and LUMO (alpha / beta), hartree: 0.2065 / 0.2067
Relative energy (zero: lowest compared OMol25 entry of this formula, charge and spin), kJ/mol: 121.0

Löwdin atomic charge list, values in e, 2 entries: atom 1 (Au): 1.288, atom 2 (C): -0.015